Density functional theory data (wB97M-V/def2-TZVPD) for 10 unconnected molecules or ions with the total composition C69H92N12O4PS at a distorted geometry.

Calculated values
- energy (eV) = -119229.96207
- LUMO (eV) = -2.28
- net charge = +1
- highest occupied orbital energy (eV) = -10.59
- Kohn-Sham gap (eV) = 8.31

Positions of all 179 atoms, in Å:
C  4.929  0.300  4.152
C  3.796  0.576  3.467
C  2.447  0.003  3.775
C  2.342  -0.429  5.259
C  2.502  -1.937  5.490
C  3.879  -2.499  5.422
O  3.019  -2.294  6.699
N  2.245  -1.248  2.900
P  3.553  -1.873  1.863
C  3.491  -0.986  0.271
C  3.088  -3.622  1.454
C  2.626  -3.894  0.017
C  0.937  -1.279  2.605
N  0.353  -2.139  1.814
C  -1.073  -2.196  1.530
N  0.209  -0.296  3.254
C  1.185  0.824  3.318
C  1.354  1.439  1.923
C  0.203  2.359  1.472
C  -1.188  1.736  1.530
C  -2.204  2.405  0.605
C  -3.613  2.385  1.197
C  -4.117  1.041  1.746
C  -4.858  0.129  0.757
C  -4.197  -0.101  -0.606
C  -4.851  0.761  -1.699
C  0.780  1.881  4.338
C  1.816  3.011  4.512
C  1.251  4.443  4.388
S  2.186  5.450  3.266
O  2.037  4.936  1.934
O  1.828  6.802  3.519
O  3.701  5.247  3.681
H  5.823  -0.010  3.624
H  5.003  0.398  5.227
H  3.882  1.277  2.645
H  3.100  0.026  5.884
H  1.357  -0.232  5.670
H  1.729  -2.579  5.078
H  4.748  -1.964  5.762
H  3.930  -3.578  5.445
H  4.231  -1.474  -0.355
H  2.517  -0.959  -0.203
H  3.855  0.017  0.472
H  3.935  -4.254  1.698
H  2.281  -3.949  2.113
H  2.246  -4.908  -0.059
H  1.816  -3.234  -0.294
H  3.438  -3.762  -0.689
H  0.931  -2.829  1.358
H  -1.249  -2.475  0.499
H  -1.490  -2.996  2.140
H  -1.582  -1.290  1.827
H  -0.191  -0.572  4.141
H  2.262  2.028  1.860
H  1.434  0.669  1.155
H  0.231  3.301  2.006
H  0.413  2.599  0.430
H  -1.096  0.693  1.241
H  -1.572  1.776  2.548
H  -2.174  1.914  -0.366
H  -1.922  3.440  0.410
H  -4.341  2.734  0.468
H  -3.614  3.090  2.029
H  -4.840  1.281  2.525
H  -3.335  0.463  2.241
H  -4.938  -0.843  1.250
H  -5.878  0.493  0.657
H  -3.115  0.007  -0.575
H  -4.398  -1.140  -0.872
H  -5.726  0.253  -2.082
H  -5.169  1.711  -1.279
H  -4.164  0.903  -2.530
H  -0.209  2.267  4.115
H  0.681  1.426  5.318
H  2.243  2.927  5.507
H  2.647  2.905  3.824
H  1.325  4.962  5.338
H  0.236  4.451  4.008
H  4.108  4.671  3.017
N  -6.626  -1.178  -3.829
C  -6.476  -1.309  -5.144
C  -7.205  -2.198  -5.918
C  -8.143  -3.002  -5.289
C  -8.311  -2.880  -3.919
C  -7.532  -1.956  -3.240
H  -5.733  -0.661  -5.596
H  -7.043  -2.258  -6.985
H  -8.733  -3.710  -5.857
H  -9.031  -3.486  -3.387
H  -7.637  -1.828  -2.167
N  3.068  -1.132  -3.069
C  3.530  -1.548  -4.249
C  3.194  -0.967  -5.460
C  2.318  0.107  -5.450
C  1.824  0.553  -4.233
C  2.233  -0.095  -3.077
H  4.213  -2.389  -4.218
H  3.614  -1.349  -6.381
H  2.029  0.588  -6.375
H  1.141  1.390  -4.178
H  1.874  0.237  -2.107
N  2.663  5.064  10.417
C  3.171  4.939  9.194
C  2.791  5.733  8.122
C  1.832  6.713  8.330
C  1.298  6.857  9.600
C  1.747  6.010  10.605
H  3.914  4.158  9.072
H  3.240  5.587  7.147
H  1.511  7.354  7.518
H  0.549  7.608  9.811
H  1.355  6.093  11.612
N  0.440  0.976  7.980
C  0.236  2.244  8.338
C  -0.685  2.637  9.296
C  -1.444  1.660  9.919
C  -1.248  0.337  9.559
C  -0.299  0.050  8.591
H  0.849  2.983  7.831
H  -0.799  3.683  9.546
H  -2.174  1.925  10.672
H  -1.816  -0.459  10.019
H  -0.112  -0.976  8.290
N  0.901  -2.163  -7.795
C  0.401  -2.541  -6.622
C  -0.936  -2.842  -6.419
C  -1.800  -2.742  -7.499
C  -1.294  -2.347  -8.727
C  0.060  -2.070  -8.823
H  1.122  -2.609  -5.816
H  -1.288  -3.148  -5.444
H  -2.850  -2.971  -7.385
H  -1.934  -2.256  -9.594
H  0.496  -1.761  -9.767
N  0.448  -6.226  1.722
C  -0.187  -5.407  2.554
C  -1.325  -5.751  3.264
C  -1.837  -7.028  3.097
C  -1.190  -7.895  2.232
C  -0.054  -7.449  1.570
H  0.253  -4.421  2.649
H  -1.798  -5.040  3.930
H  -2.724  -7.341  3.631
H  -1.555  -8.900  2.071
H  0.481  -8.100  0.888
N  -7.864  2.494  0.278
C  -8.296  3.363  1.189
C  -9.619  3.759  1.305
C  -10.546  3.225  0.425
C  -10.113  2.320  -0.530
C  -8.767  1.988  -0.560
H  -7.540  3.760  1.858
H  -9.913  4.468  2.067
H  -11.589  3.510  0.482
H  -10.800  1.880  -1.238
H  -8.387  1.283  -1.292
N  4.977  -2.607  -8.102
C  3.908  -2.502  -8.895
C  3.950  -2.741  -10.262
C  5.158  -3.106  -10.834
C  6.274  -3.220  -10.020
C  6.130  -2.961  -8.666
H  2.983  -2.212  -8.398
H  3.056  -2.644  -10.863
H  5.229  -3.300  -11.897
H  7.237  -3.501  -10.425
H  6.980  -3.040  -7.997
N  6.778  1.059  -12.055
C  6.530  2.365  -12.007
C  5.515  2.926  -11.246
C  4.712  2.083  -10.496
C  4.956  0.719  -10.534
C  5.998  0.262  -11.328
H  7.179  2.991  -12.610
H  5.361  3.997  -11.245
H  3.909  2.483  -9.889
H  4.354  0.025  -9.965
H  6.225  -0.794  -11.385